Entry 1:
111
Properties=species:S:1:pos:R:3:forces:R:3 method="wB97M-V/def2-TZVPD" gap_ev="8.467 / 9.514" fmax_ev_per_a=7.80 spin_multiplicity=2
F 2.64046 0.84188 -2.24988 -2.6 2.0 -1.0
H -2.95067 -1.59986 5.53218 0.0 -0.2 -0.2
H -2.15707 2.61717 2.30045 0.1 0.0 0.0
O 3.54907 -3.54079 -4.90278 -0.5 -0.9 1.2
Br 2.13094 2.95788 -4.08366 -0.2 -1.3 1.0
O -1.35154 -1.27850 1.58446 -0.9 -0.4 0.1
O 0.60457 6.12523 2.45378 1.5 0.8 0.0
H -1.44900 -4.67314 -3.20328 -0.2 1.5 0.9
O -3.43057 -2.69544 1.46877 2.2 1.9 3.9
S -3.33320 4.21682 4.44035 0.7 0.0 -0.6
C 9.92346 -2.72468 -1.72958 0.3 -0.1 -0.5
C 1.95642 -5.56283 -5.58580 0.0 0.0 1.0
H 1.84386 8.51757 5.71230 -0.1 -0.3 -0.1
H -1.79054 -2.09752 -4.17048 1.0 -0.4 1.4
H -1.79445 -0.54754 4.67572 -0.1 0.0 0.1
H -3.49234 -5.15069 -1.23405 0.4 1.4 1.2
H -5.53480 -4.51268 -1.43410 1.1 1.0 0.7
C -5.13366 -3.47278 -1.17122 -1.3 4.8 -0.7
F -0.13691 0.37604 -1.53700 0.8 1.0 -2.2
H 0.86509 -1.06784 -5.53241 -0.4 -0.1 1.9
H -0.94270 4.71634 2.06406 -0.3 0.0 0.2
C -3.81554 -0.44944 3.88990 -0.4 -0.2 0.5
C 0.14767 1.09520 -2.73894 -0.6 -0.2 0.0
H 9.18148 -1.96062 -3.63711 -0.2 -0.2 0.0
H -1.47435 -1.52865 -2.45743 0.7 -1.3 -1.1
S 7.74438 -3.77397 -1.12209 -0.1 0.0 0.0
O -2.45389 2.85868 4.31616 -0.4 0.8 0.6
C -6.66129 6.51653 5.32051 0.6 -0.2 0.2
H -0.70958 2.34025 3.30274 -0.2 0.0 0.2
S -8.73438 6.29091 6.69236 0.1 -0.2 -0.1
H 1.08405 -6.30407 -5.71791 1.5 1.1 0.0
C 1.31986 9.12686 3.68209 -0.4 0.1 0.5
H 3.22253 8.60206 4.58574 -0.1 0.0 0.0
O -2.32911 -2.24147 3.65396 -0.4 0.2 -0.6
H 1.63668 10.16673 3.59450 0.0 -0.2 -0.2
H -2.97478 -4.94729 0.51454 -0.4 1.2 -1.2
C -1.78053 -3.72406 -2.64986 -1.0 0.4 0.8
O -8.57881 6.81378 8.01637 -0.4 -0.5 -0.9
H 1.84916 -0.72924 -4.02879 -1.6 -0.4 -0.7
H 2.95284 -6.09861 -5.36452 -1.7 0.6 -0.6
H 5.02020 -2.45580 -2.80384 -1.8 0.8 0.0
H -2.92743 -3.66955 -2.82899 1.9 0.0 0.1
H -6.10825 4.41941 5.55898 -0.3 0.1 0.2
H 2.40146 -4.67839 -1.03250 1.4 0.8 -0.7
H 0.53761 -5.26016 -2.27580 0.8 -0.9 -1.6
O -4.00108 -3.22239 -0.32822 -3.1 -4.0 -5.9
O 1.49048 8.44690 2.43762 0.4 -0.8 0.2
H -4.76097 -0.98486 4.01496 0.1 0.0 0.0
C -1.65361 -3.88480 -1.02617 -0.7 -1.2 -0.5
O -3.49382 -0.43304 2.49874 0.8 -0.4 -0.1
H -0.48733 4.72107 3.78331 -0.1 -0.1 -0.1
H 0.36213 -6.50078 -3.69760 0.9 1.3 0.7
F 1.50581 2.64246 -1.42622 0.5 -2.1 -2.3
C 3.97772 -1.94717 -2.78593 -0.1 -1.0 0.0
C -1.59690 2.96050 3.17531 0.0 0.1 -0.9
C 0.57339 -3.56821 -4.71524 0.1 -0.1 -0.2
C 8.84278 -2.11574 -2.61265 0.2 0.6 0.3
H 3.89558 -1.35661 -1.81069 0.1 -0.7 -1.5
C 2.81270 -3.10438 -2.71284 1.7 -0.1 2.6
H 10.46857 -3.51124 -2.25905 0.0 0.1 0.0
H 0.25937 9.09142 3.94714 0.1 0.0 0.0
O -7.86523 7.20268 5.66848 -0.6 -0.6 0.3
H 3.90103 -1.29316 -3.71550 0.0 -0.8 1.4
H 0.92055 -3.15907 -1.52792 0.3 0.8 -1.5
H -0.42720 -4.08251 -4.99708 1.6 0.8 0.7
H 3.38107 -3.19622 -0.55446 -0.1 -1.4 -1.2
H -3.92269 0.56826 4.26757 0.1 0.0 -0.3
H 0.13899 1.06145 -4.94792 -0.4 -1.1 1.6
H 10.62915 -1.97688 -1.36573 -0.2 -0.1 0.2
O 1.99848 6.97969 4.32016 -0.6 -0.1 -0.8
O 7.74461 -5.19117 -1.32387 -0.3 1.0 0.2
C 1.06067 -5.75589 -3.18209 0.7 0.3 0.9
C 1.62458 -4.68912 -4.23746 -1.0 -1.6 -2.4
O 9.22592 -3.32441 -0.63731 -0.8 0.1 -0.2
N 2.91151 -4.03663 -3.86769 -0.9 2.0 -1.1
O -4.61853 3.97493 3.84348 0.8 0.4 0.7
C 0.77988 -0.98115 -4.37964 0.5 0.6 0.0
O 6.77974 -3.10347 -0.30122 0.7 -0.7 -0.5
Br -1.15213 2.64487 -2.74584 0.7 -0.9 0.1
O -3.17621 4.73994 5.76476 -0.6 -0.5 -0.8
O -7.85219 4.93410 6.56974 -0.3 1.0 0.4
H -6.34181 6.79305 4.31506 -0.3 0.1 0.1
H 4.24893 -4.51479 -1.53847 -1.6 0.6 0.1
H -0.94404 -4.76530 -0.77132 -1.0 1.5 -0.3
O -5.75483 -2.46912 -1.60544 2.1 -3.9 1.6
H 0.98314 -3.18777 -5.73124 -0.6 -0.4 1.9
H -1.27935 -2.93553 -0.51567 -0.7 -1.3 -0.7
C -1.18422 -2.35356 -3.21272 -0.7 0.1 -0.6
S 1.79751 6.87802 2.71286 0.5 0.4 0.0
O -10.01596 6.04984 6.09753 0.8 0.4 0.6
C -1.26058 4.43927 3.06690 0.5 -0.7 0.2
C -0.12026 0.31039 -4.10092 0.0 0.5 -0.6
H 1.94383 -6.36652 -2.74653 -1.4 1.0 -0.8
H -1.25953 0.15136 -4.23249 2.0 0.1 0.6
C 3.24304 -3.98786 -1.38853 -0.2 1.4 0.3
H -7.55424 4.69302 4.55610 0.1 0.0 0.0
O 3.06148 6.55855 2.12057 -1.2 0.0 0.2
S -2.59664 -1.73425 2.13208 -0.3 -0.1 0.3
O 7.76444 -3.05034 -2.57447 0.3 -0.7 0.6
H 8.48371 -1.16767 -2.20123 0.1 0.0 0.0
H 2.08226 -4.91187 -6.51250 -0.2 -0.9 1.4
H 1.51902 -1.47403 -1.92772 -0.3 -1.8 -0.7
C -2.67042 -1.19315 4.56037 0.2 0.6 0.2
C 0.35770 -2.34770 -3.64420 0.1 -0.6 -0.3
C 1.35057 -2.52701 -2.38389 0.0 0.7 0.1
H -5.88684 6.80093 6.03864 0.0 -0.1 -0.1
C 2.16226 8.35099 4.68317 0.4 0.6 0.0
C 1.59721 1.76079 -2.57651 0.8 0.9 2.5
C -6.99540 5.03759 5.43119 0.0 -0.1 -0.6
O -2.46516 5.12676 3.41782 -1.0 -0.7 0.5
C -3.10902 -4.36723 -0.46926 2.0 -1.0 0.0


Entry 2:
84
Properties=species:S:1:pos:R:3:forces:R:3 method="wB97M-V/def2-TZVPD" gap_ev=6.054 fmax_ev_per_a=3.13 total_charge=+2 e_above_lowest_kcal_mol=7.6
H -2.55958 -2.70390 -0.84944 -0.3 0.2 -0.1
H 2.46517 -0.96272 -0.85969 -0.1 -0.2 -0.6
C 3.81643 -1.67435 2.96509 -0.2 -0.2 0.2
C -5.10616 2.77730 -3.71288 -0.3 1.2 0.5
H -2.64850 -0.79806 1.52025 -0.2 -0.1 -0.1
H 5.45945 -1.29692 -1.70487 -0.5 0.1 0.0
H 0.35881 -3.53808 1.27303 -0.1 0.1 0.3
C -1.59810 -4.39145 1.00795 -0.1 -0.3 0.0
P 0.01242 0.06893 3.86822 1.3 -0.1 2.1
H 1.10660 2.02056 4.63492 0.3 0.0 0.1
H 1.32405 0.62733 5.74002 0.1 0.3 -0.4
H 1.17369 1.70000 -4.97843 -0.5 -0.2 0.7
H -3.59517 -2.28717 1.20984 0.1 0.4 0.0
H -1.39770 -2.79286 -3.09338 0.5 0.2 0.1
C -3.19650 -1.37129 0.75543 -0.3 0.2 -0.2
P -0.57328 -1.86231 -0.08380 -0.5 -1.6 -0.1
H 2.27848 -1.68515 1.35561 0.3 0.1 0.3
H -0.39550 -3.93485 -1.16745 0.2 0.2 -0.2
H 4.13926 -1.68660 -2.82159 0.0 0.0 0.1
H 6.65205 1.12142 0.39633 -0.3 0.2 -0.1
C 5.78102 1.68789 0.03574 0.0 0.1 0.4
P 4.19343 -0.48228 0.63760 2.9 -1.0 -0.4
C 4.39917 -1.59126 -1.76328 -0.1 -0.3 -0.6
H -3.30747 2.26002 -0.73246 0.3 0.8 -0.6
H 4.34831 -2.58912 -1.30370 0.0 0.3 -0.1
H 1.10149 -3.00486 -1.29069 -0.1 -0.1 -0.2
H 1.41724 2.50637 -0.70604 -0.3 0.3 -0.9
H -3.19369 0.78832 -3.42225 0.7 1.1 0.2
H 1.20250 -2.02146 4.42565 -0.4 0.3 -0.1
C -2.71070 1.29775 -2.55463 -1.8 -0.2 -0.5
H -1.56176 0.11417 5.61355 -0.1 0.2 -0.1
C 0.68969 1.69103 -3.98166 -0.2 -0.4 0.3
C -0.34451 -2.56364 -2.85051 0.0 -0.3 -0.5
C -4.56630 2.98314 -2.40628 -1.4 0.2 -0.3
C -4.99509 4.15694 -1.71574 0.0 -0.1 -0.4
H -6.25656 3.72190 -5.34260 0.2 0.0 0.7
H 4.67470 1.42259 1.89802 0.0 0.3 -0.2
C -1.35569 0.75131 4.74842 -0.5 0.4 0.2
H -2.61666 -4.24900 1.38327 0.2 0.2 -0.1
C -5.76502 5.13215 -2.39150 0.5 -1.2 -0.4
H -0.57784 -2.26180 4.46051 0.3 0.3 0.0
C 0.01208 -2.95187 -1.42603 0.5 0.3 0.2
C 4.53354 1.27673 0.81877 -0.5 -0.1 0.6
C 1.37767 2.26436 -2.89921 -1.2 -1.1 1.3
H -0.92002 -2.67196 2.16879 0.2 -0.3 -0.2
H -1.12744 2.00689 -0.49219 0.6 0.2 -0.6
C 2.98930 -0.99698 1.85380 -0.6 0.1 0.1
Mg 0.19885 0.45078 0.39043 0.2 -0.6 0.7
H 2.35383 0.76951 4.27153 -0.3 0.0 0.1
H 4.68421 -2.18318 2.51821 -0.4 0.1 0.1
H 3.24347 -2.42732 3.51941 0.1 0.3 0.1
Br 3.10316 2.85929 -3.03895 1.0 0.5 -0.3
H -1.01655 1.73021 5.10137 -0.4 -0.1 0.0
H 4.23072 -0.93549 3.66146 -0.2 -0.1 -0.1
C 0.81638 2.21251 -1.59841 -0.5 -0.2 0.2
N -6.13229 4.96351 -3.67376 -0.2 0.2 0.4
H -1.11790 0.59286 -4.55640 0.3 0.4 0.1
C -3.51053 2.13289 -1.80747 0.4 -0.7 -0.4
C -1.26270 1.27975 -2.53795 0.8 0.2 1.1
H -0.14763 -1.50767 -3.07205 0.0 -0.2 0.1
C -0.56510 1.09504 -3.75454 0.0 0.5 -0.1
H -1.18708 -5.23423 1.57833 -0.1 0.2 -0.1
H 3.61277 1.78179 0.52164 0.1 0.7 -0.1
H -2.46018 -0.98468 -1.26849 0.0 -0.2 0.2
C -0.67810 -3.17738 1.21916 0.6 0.5 0.6
H 3.46741 0.39370 -1.46828 -0.1 -0.3 -0.2
H -1.67054 -4.73990 -0.02961 0.0 0.1 0.3
O -0.04344 0.23231 2.36685 -0.1 0.3 -1.5
H -4.04183 -0.76701 0.40196 0.1 -0.2 0.3
C -2.32220 -1.70987 -0.45356 -0.5 0.1 -0.6
H -4.96673 1.85383 -4.25872 0.2 0.1 0.0
H -4.72212 4.33931 -0.66852 0.1 -0.1 -0.5
H -2.24126 0.85610 4.13515 -0.3 0.0 0.0
C 3.49406 -0.60631 -1.01514 -0.3 0.2 -0.1
H 2.43937 -0.10474 2.16910 -0.2 -0.2 0.5
H -6.06045 6.06720 -1.89065 0.1 -0.5 -0.3
C -5.87212 3.81794 -4.31075 0.8 -0.7 0.9
H 5.69235 1.50812 -1.03528 -0.1 0.0 0.0
H 5.96483 2.74869 0.20328 0.1 0.0 -0.2
H 0.22666 -1.32528 5.74080 0.0 -0.1 -0.6
C 0.23497 -1.54530 4.65601 -0.1 -0.8 -0.3
C 1.35598 0.95805 4.68780 0.1 0.1 -0.3
H 0.29049 -3.17361 -3.51158 -0.3 0.3 0.0
C -0.52806 1.77141 -1.41294 0.3 0.0 -0.5


Entry 3:
84
Properties=species:S:1:pos:R:3:forces:R:3 method="wB97M-V/def2-TZVPD" gap_ev="5.896 / 4.759" fmax_ev_per_a=5.18 total_charge=+4 e_above_lowest_kcal_mol=10.4
C 3.12235 -3.73896 -0.79986 -0.1 0.1 -0.2
H 1.43490 2.41611 5.04630 -0.1 0.1 -0.1
P -1.44486 1.74083 4.04297 0.5 0.2 -2.3
H -4.08125 4.69259 -2.08518 0.1 -0.1 -0.2
C -0.68413 0.78091 -4.74102 0.3 -0.3 -0.4
H 1.60670 3.28834 -4.02316 -0.2 0.0 0.1
H -2.15774 -0.42844 3.33045 0.2 0.2 0.2
C -1.65177 1.00393 -1.14520 0.2 -0.4 -0.8
H -1.28362 -1.68829 5.46764 0.0 0.3 0.0
H 0.61084 1.63004 2.79736 -0.1 -0.1 0.3
C -3.81259 -0.03782 -0.49989 0.1 1.5 0.2
H 3.59350 -0.74332 -0.06377 -0.1 0.0 -0.1
H -2.96066 -6.49007 -1.20007 -0.5 0.0 -0.3
H -2.64142 1.17108 -3.87129 0.1 0.3 0.0
C -1.67922 1.68718 -4.01632 -0.3 -0.1 0.1
H -0.33065 -0.41237 -2.22203 -0.2 -0.1 0.2
H 2.57748 -4.67808 -0.93693 0.2 0.1 0.0
H -7.11034 -5.16928 -3.49526 0.0 0.1 0.1
H -2.07404 3.89289 -0.94774 0.0 0.2 0.0
H 0.24435 0.61886 -4.18435 -0.1 0.1 -0.2
H -2.48536 -3.95741 -0.97195 -0.4 0.2 0.1
C 0.09950 2.44909 3.31575 0.3 0.5 0.5
P 2.09741 -2.62765 0.18705 1.2 -0.5 0.2
H -3.63836 1.64704 3.14143 0.2 0.2 -0.1
C -2.15000 3.75985 -2.03377 0.5 0.2 0.3
C -3.89168 -6.13822 -1.65794 -0.9 0.4 -0.3
H 2.18487 4.00415 -2.51894 -0.4 -0.2 -0.2
H 4.08251 -3.92280 -0.30553 -0.2 0.0 -0.2
C -4.09891 -2.50238 -0.49702 1.3 2.2 -4.5
C -5.58297 -4.46653 -2.12214 0.3 -0.8 0.4
H 3.76816 -3.19474 1.81233 -0.1 0.1 0.1
H 3.30951 -3.28175 -1.77686 0.0 -0.2 0.1
N -5.79918 -6.67841 -3.01151 2.1 2.5 2.3
H 2.78612 -1.82568 2.37196 0.0 -0.1 0.0
C -1.53454 -0.62199 5.42790 -0.1 -0.4 0.2
H -1.89099 2.59445 -4.60128 0.0 -0.2 0.2
H -4.83925 0.02134 -0.10765 0.5 0.2 -0.4
C 2.75386 -2.79313 1.86082 -0.1 0.2 0.2
H -0.19293 3.17486 2.54550 -0.3 -0.1 0.3
H 1.93049 3.52549 3.76497 -0.3 -0.1 0.1
H 2.12742 -3.48178 2.43417 0.1 0.0 -0.1
H -1.56827 4.56959 -2.49078 -0.1 0.1 0.1
C -4.38428 -4.81981 -1.45849 -0.1 -0.8 -0.2
H -3.64453 3.90485 -3.60998 0.0 0.0 0.2
H -1.11853 -0.20378 -4.94633 0.1 0.2 0.1
C -1.35841 -0.07476 4.00049 0.0 -0.1 0.5
H -4.24877 -8.02159 -2.68560 -0.2 0.3 0.2
H -6.03254 -3.47572 -2.05581 0.1 -0.4 -0.2
H -5.17659 -2.34897 -0.45738 0.2 0.0 0.4
C 1.06078 3.12183 4.29908 0.2 0.1 0.3
H -0.38956 -0.36516 3.56929 -0.2 0.2 0.1
H -3.54771 2.06513 -0.71084 0.2 -0.5 0.3
H 0.64209 4.51931 -3.19217 0.0 0.1 0.0
H -2.44949 2.09232 1.88135 0.1 -0.1 0.4
H 0.73577 2.74836 -1.14531 -0.1 0.1 -0.2
H -2.39330 4.46204 2.74618 -0.1 -0.2 0.1
H -4.19933 2.94306 -2.23473 0.1 0.2 -0.2
H 1.88086 -0.23926 0.04140 0.2 -0.1 0.0
C -2.77643 2.29435 2.91276 -0.7 0.1 0.8
C -3.08787 1.07524 -0.78704 -1.0 -0.3 1.1
C -1.27643 -0.32108 -1.68739 0.0 -1.4 0.7
H 2.50607 -0.95017 -1.45761 0.1 0.0 0.0
Pb -3.14833 -3.06827 1.35099 1.9 -1.1 4.1
C 2.56943 -0.98344 -0.36682 0.0 0.3 -0.1
C 0.60404 2.55035 -2.21617 0.2 0.0 0.3
C -3.55782 -3.83162 -0.74374 -0.9 -0.4 -0.8
O 0.63566 -2.89862 0.07925 -1.3 0.2 -0.1
C -3.16195 3.76980 3.11633 -0.1 0.2 0.0
C -3.59773 3.81015 -2.52034 -0.3 0.1 -0.3
Br -0.45713 1.06702 0.51964 -0.7 0.2 -0.8
H -0.88881 -0.09815 6.14093 -0.1 -0.2 -0.1
C -4.62427 -7.01232 -2.46725 0.5 -1.7 -0.7
C -6.22291 -5.42142 -2.91498 -1.4 -0.1 -1.0
C -3.24365 -1.33693 -0.69995 -2.1 -1.8 -0.1
H -1.49731 -2.40882 -1.51256 -0.3 0.5 -0.3
H 0.57519 3.95219 4.82225 0.1 -0.1 -0.1
C 1.28108 3.65087 -3.04328 0.3 0.1 -0.2
H -2.56884 -0.50774 5.76918 0.2 0.0 0.0
H -0.42420 1.23215 -5.70578 0.0 -0.2 0.3
C -1.97362 -1.43614 -1.35159 1.5 0.1 -0.1
H 1.10155 1.58551 -2.38536 -0.2 0.1 0.0
H -3.33218 3.98193 4.18032 0.0 0.0 -0.3
H -4.09495 3.99112 2.58083 0.3 -0.1 0.2
P -1.18024 2.29445 -2.39651 0.2 0.2 0.0